# 1
This record from OMol25 describes a structure of composition C31H48MoO2P2. The level of theory is ωB97M-V/def2-TZVPD.

```
! RIJCOSX wB97M-V def2-TZVPD def2/J DEFGRID3
* xyz 2 3
Mo 0.33 2.01 -1.19
C 0.68 1.58 0.96
C 1.77 2.38 0.46
C -0.14 3.70 0.51
C -0.52 2.39 0.93
C 1.25 3.69 0.18
C 0.72 0.23 1.57
H 1.64 -0.29 1.32
H -0.14 -0.33 1.19
H 0.63 0.14 2.66
C -1.82 2.09 1.61
H -1.98 1.02 1.77
H -2.65 2.49 1.01
H -1.89 2.57 2.60
C -0.96 4.92 0.72
H -0.59 5.41 1.63
H -2.03 4.68 0.83
H -0.86 5.62 -0.11
C 2.03 4.95 0.03
H 2.03 5.43 1.03
H 1.54 5.67 -0.65
H 3.07 4.77 -0.30
C 3.19 1.96 0.24
H 3.82 2.12 1.12
H 3.61 2.58 -0.57
H 3.26 0.89 -0.02
C -0.40 -3.51 1.30
C 0.72 -4.09 1.76
C 1.84 -4.58 0.89
C 1.32 -5.12 -0.49
C 1.30 -4.23 -1.69
C 1.37 -2.89 -1.65
C 0.77 -2.13 -0.51
C -0.55 -2.83 -0.02
H 2.32 -5.42 1.41
H 0.30 -5.52 -0.33
H 2.64 -3.82 0.74
H -0.99 -3.47 -0.81
H -1.31 -3.46 1.90
H 0.83 -4.21 2.84
H -1.31 -2.06 0.15
H 1.45 -1.97 0.34
H 1.78 -2.37 -2.50
H 0.48 -1.12 -0.86
H 1.96 -5.97 -0.79
H 1.10 -4.77 -2.62
P 0.29 0.06 -2.85
P 0.40 3.65 -2.75
C 0.89 1.30 -4.16
C -0.03 2.52 -4.23
H 0.96 0.80 -5.13
H 1.92 1.54 -3.84
H 0.13 3.10 -5.16
H -1.08 2.21 -4.12
C -0.59 5.04 -3.33
H -0.17 5.97 -2.95
H -1.61 4.97 -2.96
H -0.58 5.07 -4.43
C 2.05 4.19 -3.34
H 2.02 4.35 -4.43
H 2.84 3.48 -3.09
H 2.33 5.12 -2.85
C -1.57 -0.10 -2.88
H -1.80 -1.18 -2.78
H -1.99 0.22 -3.85
H -2.07 0.41 -2.05
C 0.41 -1.34 -4.17
H 1.46 -1.43 -4.49
H -0.21 -1.09 -5.04
H 0.08 -2.29 -3.72
O -0.08 -1.47 4.19
C -1.28 -1.59 3.83
O -1.93 -1.03 2.90
C -2.07 -2.64 4.57
C -1.43 -3.69 5.25
C -2.17 -4.67 5.92
C -3.57 -4.59 5.95
C -4.23 -3.55 5.27
C -3.48 -2.59 4.59
H -0.34 -3.73 5.25
H -1.66 -5.50 6.43
H -4.16 -5.35 6.49
H -5.32 -3.49 5.28
H -3.99 -1.79 4.04
*
```

The value obtained for the gap between HOMO and LUMO (spin up / spin down) is 0.190 / 0.176 Ha. The value obtained for the LUMO energy (spin up / spin down) is -7.543 / -7.909 eV. The value obtained for the largest force on an atom is 4.69 eV Å⁻¹. Its expectation value of S² is 2.028.

=====

# 2
This record from OMol25 describes a cluster of 3 separate species, C4H12O3 in total. The level of theory is ωB97M-V/def2-TZVPD.

```
! RIJCOSX wB97M-V def2-TZVPD def2/J DEFGRID3
* xyz 0 1
C 0.43 1.68 -1.04
C 0.01 0.28 -0.56
C -0.41 0.25 0.91
C 0.82 0.31 1.81
O 0.81 0.47 2.99
H -0.32 2.30 -1.52
H 0.86 2.23 -0.20
H 1.28 1.56 -1.69
H -0.48 -0.41 -1.24
H 0.97 -0.28 -0.59
H -0.91 1.14 1.30
H -0.96 -0.66 1.15
H 1.81 0.20 1.31
O -3.18 -1.84 1.99
H -3.01 -0.93 1.71
H -2.74 -1.85 2.85
O 1.63 -1.74 -3.39
H 1.87 -1.91 -2.47
H 1.52 -0.78 -3.34
*
```

The value obtained for the gap between HOMO and LUMO is 0.391 Ha. The value obtained for the LUMO energy is 0.526 eV. The value obtained for the largest force on an atom is 1.52 eV Å⁻¹.

=====

# 3
This record from OMol25 describes a cluster of 3 separate species, C26H17BrN2O6 in total. The level of theory is ωB97M-V/def2-TZVPD.

```
! RIJCOSX wB97M-V def2-TZVPD def2/J DEFGRID3
* xyz 0 1
O 1.82 -1.59 -0.12
C 1.76 -0.53 -0.69
C 2.97 0.25 -1.07
C 4.12 -0.32 -1.61
C 5.16 0.53 -1.95
C 5.09 1.90 -1.72
C 3.95 2.47 -1.18
C 2.89 1.63 -0.86
C 1.62 2.19 -0.32
O 1.61 3.08 0.49
C 0.38 1.52 -0.86
C -0.80 2.18 -1.20
Br -0.97 4.05 -0.95
C -1.86 1.46 -1.73
C -1.75 0.09 -1.93
C -0.59 -0.58 -1.57
C 0.48 0.14 -1.05
H 4.14 -1.39 -1.78
H 6.05 0.11 -2.39
H 5.94 2.52 -1.98
H 3.86 3.53 -1.01
H -2.73 2.04 -2.00
H -2.58 -0.43 -2.37
H -0.51 -1.65 -1.70
O 5.98 -3.86 5.90
N 5.92 -4.04 4.70
O 6.65 -4.79 4.09
C 4.91 -3.29 3.94
C 4.09 -2.40 4.60
C 3.15 -1.69 3.87
C 3.04 -1.87 2.50
C 3.87 -2.78 1.85
C 4.82 -3.50 2.57
H 4.18 -2.26 5.67
H 2.51 -0.98 4.38
H 2.32 -1.31 1.94
H 3.78 -2.92 0.79
H 5.46 -4.20 2.07
O -4.87 -0.80 -1.56
N -5.18 0.30 -1.97
O -4.52 0.96 -2.75
C -6.46 0.86 -1.52
C -7.22 0.14 -0.61
C -8.42 0.69 -0.16
C -8.83 1.93 -0.63
C -8.06 2.63 -1.54
C -6.86 2.09 -1.99
H -6.90 -0.82 -0.25
H -9.02 0.14 0.55
H -9.76 2.35 -0.27
H -8.38 3.59 -1.90
H -6.25 2.64 -2.70
*
```

The value obtained for the gap between HOMO and LUMO is 0.313 Ha. The value obtained for the LUMO energy is -0.915 eV. The value obtained for the largest force on an atom is 0.93 eV Å⁻¹.

=====

# 4
This record from OMol25 describes a cluster of 2 separate species, C3H9ClN3 in total. The level of theory is ωB97M-V/def2-TZVPD.

```
! RIJCOSX wB97M-V def2-TZVPD def2/J DEFGRID3
* xyz 1 3
C -1.11 -0.76 -0.59
C -1.87 0.27 -0.71
C 0.41 -0.65 -0.63
N -2.44 1.34 -0.51
N 0.66 0.48 -1.44
N 1.76 -0.22 2.13
Cl 1.34 -2.23 -1.23
H -1.72 -1.63 -0.53
H 0.55 -0.54 0.47
H -2.77 1.98 -1.30
H -2.43 1.73 0.41
H 0.81 0.17 -2.46
H 1.56 0.92 -1.25
H 1.70 -1.23 2.40
H 2.60 0.17 2.56
H 0.95 0.20 2.70
*
```

The value obtained for the gap between HOMO and LUMO (spin up / spin down) is 0.220 / 0.163 Ha. The value obtained for the LUMO energy (spin up / spin down) is -3.290 / -9.291 eV. The value obtained for the largest force on an atom is 8.98 eV Å⁻¹. Its expectation value of S² is 2.016.

=====

# 5
This record from OMol25 describes a structure of composition C43H30Br4N5O6PS2Ti. The level of theory is ωB97M-V/def2-TZVPD.

```
! RIJCOSX wB97M-V def2-TZVPD def2/J DEFGRID3
* xyz 0 1
Ti -1.64 -0.62 0.54
O -3.44 -0.54 2.68
N -2.05 -0.58 2.61
C -1.52 -0.71 3.76
C -0.12 -0.81 4.12
C 0.12 -1.03 5.48
C 1.40 -1.13 5.98
C 2.48 -0.98 5.13
C 2.27 -0.76 3.78
C 0.98 -0.68 3.25
P 0.82 -0.37 1.45
C 2.10 -1.55 0.85
C 2.90 -1.27 -0.25
C 3.78 -2.22 -0.74
C 3.87 -3.47 -0.14
C 3.08 -3.76 0.96
C 2.20 -2.81 1.45
C 1.68 1.24 1.29
C 2.11 2.00 2.38
C 2.75 3.21 2.17
C 2.99 3.65 0.88
C 2.53 2.92 -0.20
C 1.84 1.74 0.00
H -3.69 -0.01 1.89
H -2.22 -0.77 4.59
H -0.72 -1.14 6.15
H 1.56 -1.32 7.04
H 3.50 -1.02 5.51
H 3.11 -0.63 3.12
H 2.86 -0.30 -0.73
H 4.40 -1.99 -1.60
H 4.57 -4.20 -0.52
H 3.15 -4.72 1.44
H 1.59 -3.04 2.31
H 1.94 1.65 3.39
H 3.06 3.80 3.02
H 3.51 4.58 0.71
H 2.69 3.29 -1.21
H 1.39 1.22 -0.84
Br -7.53 -2.44 -2.41
C -6.15 -1.46 -1.57
C -6.27 -0.08 -1.43
Br -7.82 0.82 -2.00
C -5.24 0.65 -0.82
Br -5.31 2.52 -0.60
C -4.12 -0.01 -0.36
O -3.10 0.54 0.30
C -4.02 -1.42 -0.46
O -2.95 -1.93 0.13
C -5.03 -2.12 -1.09
Br -4.83 -3.99 -1.19
O -0.79 -0.98 -0.93
C -0.14 -1.84 -1.68
C 0.31 -1.48 -2.95
C 1.03 -2.37 -3.72
C 1.33 -3.65 -3.24
C 0.85 -4.03 -2.00
C 0.11 -3.15 -1.21
C -0.43 -3.55 0.08
N -0.80 -2.75 1.08
C -1.22 -3.58 2.10
C -1.10 -4.87 1.72
N -0.60 -4.84 0.45
H 0.07 -0.49 -3.30
H 1.38 -2.08 -4.70
H 1.92 -4.33 -3.83
H 1.09 -5.02 -1.62
H -1.57 -3.18 3.04
H -1.31 -5.79 2.24
H -0.45 -5.64 -0.15
O 1.20 5.87 -1.28
S 0.11 5.42 -2.11
O -0.89 6.41 -2.41
N -0.60 4.08 -1.46
C -0.56 3.07 -2.29
S -1.30 1.58 -2.04
C 0.20 3.33 -3.55
C 0.44 2.45 -4.59
C 1.18 2.90 -5.68
C 1.65 4.21 -5.73
C 1.40 5.09 -4.68
C 0.68 4.63 -3.61
H 0.05 1.44 -4.55
H 1.39 2.23 -6.50
H 2.21 4.55 -6.59
H 1.75 6.12 -4.72
C -1.38 4.20 1.75
C -1.29 2.77 1.62
N -1.17 1.63 1.54
H -1.02 4.52 2.73
H -2.41 4.52 1.60
H -0.77 4.64 0.97
*
```

The value obtained for the gap between HOMO and LUMO is 0.219 Ha. The value obtained for the LUMO energy is -1.315 eV. The value obtained for the largest force on an atom is 1.51 eV Å⁻¹.

=====

# 6
This record from OMol25 describes a cluster of 7 separate species, C36H75ClINO10 in total. The level of theory is ωB97M-V/def2-TZVPD.

```
! RIJCOSX wB97M-V def2-TZVPD def2/J DEFGRID3
* xyz 0 1
C -2.32 -2.50 2.02
C -2.15 -1.29 1.13
C -3.19 -0.50 0.81
O -4.39 -0.73 1.35
C -5.61 -0.64 0.60
C -6.54 0.43 1.18
N -7.95 0.01 1.07
C -8.75 0.75 0.09
C -8.54 0.27 -1.35
C -8.62 -1.25 -1.50
O -7.26 0.67 -1.83
C -2.99 0.71 -0.05
O -3.88 1.46 -0.34
C -1.58 0.99 -0.52
Cl -1.44 2.42 -1.45
C -0.55 0.19 -0.21
I 1.39 0.54 -0.81
C -0.79 -1.03 0.61
O 0.11 -1.80 0.83
H -1.39 -2.69 2.57
H -3.13 -2.35 2.72
H -2.55 -3.39 1.42
H -5.41 -0.46 -0.46
H -6.10 -1.61 0.70
H -6.28 0.53 2.24
H -6.37 1.39 0.69
H -8.38 0.15 1.98
H -8.53 1.83 0.13
H -9.81 0.62 0.34
H -9.33 0.73 -1.96
H -7.61 -1.67 -1.46
H -9.20 -1.70 -0.68
H -9.08 -1.53 -2.45
H -7.30 1.59 -2.13
C 3.04 -1.57 2.64
C 3.39 -1.74 4.10
O 3.92 -3.01 4.44
C 5.12 -3.37 3.77
C 6.29 -2.44 4.01
H 2.33 -2.34 2.32
H 2.58 -0.60 2.47
H 3.92 -1.63 1.99
H 2.49 -1.65 4.71
H 4.07 -0.94 4.43
H 4.94 -3.48 2.69
H 5.35 -4.37 4.15
H 6.10 -1.43 3.62
H 7.18 -2.82 3.52
H 6.49 -2.35 5.08
C 12.71 -3.06 0.99
C 11.55 -2.11 0.79
O 10.28 -2.68 1.07
C 10.08 -3.15 2.39
C 10.20 -2.08 3.46
H 12.58 -3.96 0.38
H 13.64 -2.57 0.70
H 12.82 -3.38 2.03
H 11.49 -1.81 -0.25
H 11.70 -1.20 1.38
H 10.76 -3.99 2.61
H 9.07 -3.56 2.40
H 11.20 -1.65 3.51
H 9.98 -2.51 4.44
H 9.50 -1.27 3.27
C 7.05 -8.14 3.70
C 7.86 -6.88 3.45
O 9.26 -7.09 3.33
C 9.67 -7.93 2.28
C 9.29 -7.44 0.89
H 7.41 -8.65 4.59
H 6.00 -7.88 3.83
H 7.12 -8.84 2.86
H 7.75 -6.20 4.29
H 7.48 -6.35 2.56
H 9.31 -8.96 2.43
H 10.76 -7.97 2.36
H 8.21 -7.41 0.75
H 9.70 -8.10 0.13
H 9.68 -6.43 0.73
C -5.45 0.73 -7.52
C -5.67 -0.34 -6.47
O -4.50 -0.70 -5.75
C -3.86 0.34 -5.03
C -4.74 1.00 -3.99
H -4.68 0.41 -8.23
H -6.37 0.90 -8.07
H -5.13 1.68 -7.09
H -6.00 -1.26 -6.94
H -6.46 -0.03 -5.77
H -3.45 1.09 -5.72
H -3.01 -0.14 -4.55
H -5.59 1.51 -4.43
H -4.16 1.73 -3.43
H -5.13 0.26 -3.28
C -8.51 6.02 -1.30
C -8.07 5.61 0.10
O -7.42 4.35 0.14
C -6.23 4.23 -0.61
C -5.13 5.20 -0.22
H -9.17 5.27 -1.73
H -9.06 6.97 -1.24
H -7.67 6.17 -1.97
H -8.94 5.49 0.74
H -7.44 6.38 0.55
H -6.44 4.33 -1.69
H -5.88 3.21 -0.44
H -5.41 6.24 -0.39
H -4.23 4.99 -0.80
H -4.88 5.08 0.84
C -1.46 5.76 -2.27
C -1.77 7.24 -2.16
O -1.01 7.93 -1.18
C 0.39 7.91 -1.36
C 0.86 8.54 -2.66
H -1.58 5.28 -1.30
H -2.13 5.29 -2.99
H -0.43 5.59 -2.61
H -2.81 7.38 -1.84
H -1.68 7.73 -3.14
H 0.78 6.89 -1.27
H 0.79 8.48 -0.52
H 0.51 7.98 -3.54
H 1.95 8.54 -2.70
H 0.50 9.56 -2.75
*
```

The value obtained for the gap between HOMO and LUMO is 0.276 Ha. The value obtained for the LUMO energy is -1.567 eV. The value obtained for the largest force on an atom is 0.53 eV Å⁻¹.

=====

# 7
This record from OMol25 describes a structure of composition C55H48IN4O2P2Ti. The level of theory is ωB97M-V/def2-TZVPD.

```
! RIJCOSX wB97M-V def2-TZVPD def2/J DEFGRID3
* xyz 2 2
Ti -0.27 -1.55 -1.05
C -0.10 -4.22 -2.48
C 1.41 -4.18 -2.17
C 2.15 -2.86 -2.31
C 3.27 -2.77 -3.13
C 3.98 -1.59 -3.20
C 3.61 -0.52 -2.39
C 2.51 -0.68 -1.58
N 1.77 -1.80 -1.57
N -1.01 -3.56 -1.49
C -1.09 -4.33 -0.22
C 0.06 -4.01 0.67
C 0.61 -4.93 1.54
C 1.66 -4.55 2.35
C 2.15 -3.25 2.24
C 1.55 -2.40 1.34
N 0.51 -2.75 0.58
C -2.38 -3.41 -2.04
C -3.10 -2.23 -1.42
C -4.48 -2.14 -1.44
C -5.09 -1.02 -0.90
C -4.30 -0.01 -0.37
C -2.94 -0.17 -0.37
N -2.34 -1.27 -0.87
H -0.40 -5.27 -2.58
H -0.25 -3.74 -3.44
H 1.87 -4.87 -2.86
H 1.61 -4.57 -1.17
H 3.55 -3.62 -3.74
H 4.83 -1.50 -3.86
H 4.17 0.41 -2.38
H 2.21 0.10 -0.90
H -1.16 -5.40 -0.41
H -2.00 -4.02 0.30
H 0.21 -5.94 1.57
H 2.10 -5.25 3.05
H 2.98 -2.91 2.84
H 1.92 -1.39 1.22
H -2.95 -4.32 -1.90
H -2.31 -3.24 -3.11
H -5.07 -2.95 -1.86
H -6.17 -0.93 -0.91
H -4.74 0.89 0.05
H -2.29 0.58 0.05
O 0.70 -1.91 -4.63
C 0.18 -1.08 -3.93
O -0.58 -1.39 -2.86
C 0.29 0.41 -4.09
P -0.22 1.22 -2.49
C 0.66 2.81 -2.76
C 1.87 3.01 -2.09
C 2.64 4.14 -2.32
C 2.22 5.08 -3.25
C 1.03 4.89 -3.94
C 0.26 3.76 -3.70
C -1.98 1.63 -2.88
C -2.55 2.80 -2.37
C -3.88 3.11 -2.62
C -4.67 2.25 -3.38
C -4.11 1.08 -3.88
C -2.78 0.77 -3.62
H -0.37 0.75 -4.89
H 1.31 0.68 -4.38
H 2.21 2.29 -1.36
H 3.57 4.28 -1.79
H 2.82 5.97 -3.44
H 0.71 5.61 -4.68
H -0.66 3.62 -4.26
H -1.95 3.49 -1.79
H -4.30 4.03 -2.23
H -5.70 2.50 -3.59
H -4.71 0.40 -4.47
H -2.37 -0.14 -4.03
I -2.03 -1.69 2.63
C -0.83 -1.53 4.36
C -0.97 -2.60 5.19
C -0.49 -2.56 6.51
C 0.03 -1.41 6.99
C 0.19 -0.27 6.15
C 0.68 0.92 6.72
C 0.85 2.03 5.96
C 0.65 1.95 4.57
C 0.21 0.80 3.94
P 0.41 0.84 2.06
C -0.63 2.31 1.61
C -0.30 3.21 0.60
C -1.09 4.33 0.35
C -2.26 4.53 1.06
C -2.65 3.59 2.01
C -1.84 2.50 2.29
C 2.20 1.36 2.07
C 2.76 2.51 1.53
C 4.14 2.73 1.61
C 4.97 1.80 2.21
C 4.42 0.66 2.79
C 3.05 0.45 2.72
C -0.15 -0.33 4.75
H -1.50 -3.48 4.84
H -0.62 -3.43 7.15
H 0.31 -1.32 8.03
H 0.90 0.93 7.78
H 1.19 2.97 6.40
H 0.91 2.81 3.97
H 0.57 3.04 -0.02
H -0.77 5.05 -0.40
H -2.87 5.40 0.87
H -3.58 3.72 2.55
H -2.15 1.80 3.06
H 2.15 3.28 1.09
H 4.55 3.65 1.21
H 6.04 1.97 2.26
H 5.05 -0.05 3.31
H 2.63 -0.40 3.25
*
```

The value obtained for the gap between HOMO and LUMO (spin up / spin down) is 0.250 / 0.256 Ha. The value obtained for the LUMO energy (spin up / spin down) is -5.495 / -5.337 eV. The value obtained for the largest force on an atom is 1.29 eV Å⁻¹. Its expectation value of S² is 0.752.